Record 1
Formula: C27H69ClN9O11PSi2
Source: OMol25
Level of theory: wB97M-V/def2-TZVPD

Calculated values
**LUMO**: 0.2032 eV
**Molar mass**: 818.50 u
**Total charge**: 0

Last column: Mulliken charge in e.
Cartesian coordinates (Å):
N 4.23584 2.48707 1.27768  -0.66
C 3.94159 1.14255 0.71974  -0.22
C 4.65590 0.99283 -0.63641  -0.32
O 4.04086 1.78695 -1.65423  -0.56
C 4.67620 -0.48477 -1.13706  -0.24
Si 6.01736 -0.61362 -2.49594  0.38
O 6.96715 -1.99742 -2.09717  -0.12
Si 7.78086 -2.62880 -3.47568  0.27
P 9.90724 -1.92064 -3.20598  0.32
O 10.73003 -3.35259 -2.74212  -0.49
Cl 10.65082 -1.19545 -5.02667  -0.26
H 3.54965 3.12049 0.89423  0.29
H 5.14378 2.76961 0.94229  0.26
H 2.87192 0.99573 0.57131  -0.02
H 4.32379 0.40307 1.43329  0.34
H 5.70866 1.31439 -0.56204  0.39
H 4.70874 2.31488 -2.07428  0.36
H 4.95781 -1.11110 -0.27516  0.31
H 3.70402 -0.83300 -1.50199  0.15
H 5.42672 -0.71336 -3.83359  -0.13
H 6.82615 0.63041 -2.47245  -0.16
H 7.67050 -4.09934 -3.34876  -0.15
H 7.20426 -2.15093 -4.74564  -0.08
H 10.20878 -3.65314 -1.99740  0.30
C 0.85373 -0.61285 1.47620  0.17
O 1.38507 -1.41612 0.73391  -0.58
N -0.45062 -0.61139 1.81244  0.17
C -1.01370 0.38359 2.70407  -0.83
C -1.31732 -1.64133 1.26281  -0.97
H 1.42154 0.20452 1.94812  0.22
H -1.43980 -0.11073 3.57956  0.36
H -1.80055 0.93498 2.18731  0.22
H -0.24570 1.08301 3.03109  0.31
H -0.94878 -2.62395 1.56542  0.30
H -1.30530 -1.58732 0.17402  0.22
H -2.33341 -1.50481 1.61968  0.44
C -3.95056 -0.21612 -1.15349  0.01
O -4.06674 -0.64830 -0.02115  -0.52
N -3.57893 1.03997 -1.47207  0.21
C -3.46771 1.48011 -2.84781  -0.96
C -3.28258 1.97839 -0.40240  -0.45
H -4.14856 -0.84255 -2.03742  0.34
H -2.44406 1.80514 -3.04578  0.34
H -4.14963 2.31558 -3.01942  0.34
H -3.72006 0.67066 -3.53062  0.30
H -2.46255 1.58713 0.20340  -0.03
H -4.16314 2.09036 0.23111  0.11
H -3.00173 2.94398 -0.81603  0.38
C -6.55520 1.29961 1.28117  0.18
O -6.14503 2.42934 1.08644  -0.72
N -7.83031 0.89959 1.10356  0.19
C -8.23991 -0.46584 1.35303  -0.96
C -8.82076 1.86872 0.64736  -1.00
H -5.89253 0.49045 1.62571  0.24
H -8.64381 -0.89997 0.43542  0.35
H -9.01178 -0.48039 2.12657  0.35
H -7.39356 -1.06532 1.68493  0.30
H -8.51222 2.26912 -0.32022  0.27
H -8.88338 2.69238 1.35542  0.40
H -9.79458 1.39265 0.55272  0.38
C 9.00865 -3.81709 -7.25992  0.12
O 7.80104 -3.82133 -7.13716  -0.61
N 9.77916 -4.91630 -7.41593  0.11
C 11.21920 -4.83104 -7.55407  -0.92
C 9.13863 -6.21904 -7.44465  -0.92
H 9.58791 -2.88093 -7.25218  0.29
H 11.52119 -5.26032 -8.51210  0.36
H 11.69805 -5.38663 -6.74474  0.33
H 11.54611 -3.79362 -7.51205  0.30
H 8.42237 -6.25722 -8.26684  0.29
H 8.59864 -6.38269 -6.51054  0.26
H 9.88493 -6.99905 -7.57522  0.39
C -10.53311 5.08915 2.05493  0.09
O -9.99950 4.27791 1.32378  -0.62
N -11.84137 5.08586 2.38627  0.14
C -12.41732 6.08475 3.26706  -0.96
C -12.69600 4.04679 1.84099  -0.90
H -9.97161 5.91518 2.51843  0.28
H -12.84713 5.59314 4.14045  0.35
H -13.20369 6.62341 2.73616  0.34
H -11.65921 6.79424 3.59462  0.31
H -12.32413 3.06768 2.14824  0.28
H -12.68063 4.09415 0.75088  0.30
H -13.71498 4.17753 2.19696  0.35
C 14.07438 -3.04159 2.03273  0.11
O 13.85641 -1.90136 2.37803  -0.58
N 13.58759 -3.61501 0.90840  0.14
C 13.88724 -4.98692 0.55317  -0.88
C 12.73845 -2.82600 0.03298  -0.91
H 14.70598 -3.72195 2.62675  0.26
H 14.39444 -5.01255 -0.41388  0.31
H 12.95910 -5.55939 0.48628  0.31
H 14.53111 -5.44396 1.30245  0.31
H 13.28676 -1.94744 -0.30981  0.29
H 11.85962 -2.49126 0.58796  0.31
H 12.42681 -3.41696 -0.82419  0.35
C -14.24583 6.55940 6.47460  0.10
O -14.85223 6.96726 5.50657  -0.60
N -13.78970 7.32779 7.48782  0.10
C -13.07054 6.76824 8.61520  -0.90
C -14.03127 8.75916 7.44002  -0.92
H -14.01299 5.48999 6.60567  0.34
H -13.61279 6.98321 9.53842  0.33
H -12.07502 7.21366 8.67197  0.33
H -12.96975 5.68987 8.50749  0.30
H -15.10503 8.94838 7.40232  0.30
H -13.57664 9.17771 6.54078  0.27
H -13.60764 9.23857 8.31910  0.38
C 2.04531 -5.02197 -3.08582  0.10
O 1.23574 -4.46938 -3.79997  -0.59
N 2.29036 -4.69600 -1.79771  0.19
C 3.27341 -5.40054 -1.00229  -0.92
C 1.54307 -3.60317 -1.19352  -1.05
H 2.66425 -5.86101 -3.44498  0.26
H 2.78735 -5.84936 -0.13292  0.32
H 4.03942 -4.69958 -0.66237  0.29
H 3.74751 -6.18678 -1.58802  0.33
H 0.47564 -3.82874 -1.23177  0.32
H 1.72198 -2.68650 -1.75540  0.26
H 1.84789 -3.46086 -0.16423  0.49

=====

Record 2
Formula: C3H9N3O2
Source: OMol25
Level of theory: wB97M-V/def2-TZVPD

Calculated values
**LUMO (alpha / beta)**: 0.5634 / 0.5634 eV
**Molar mass**: 119.12 u
**Energy above the lowest of the compared OMol25 structures with the same formula, charge and spin**: 540.4 kJ/mol
**Total charge**: 0

Last column: Mulliken charge in e.
Cartesian coordinates (Å):
C -0.81607 0.43504 0.68408  -0.29
C -2.50897 -0.64063 -0.55034  -0.69
N 1.03187 1.58680 -0.14162  -0.83
N 0.06054 1.45298 0.76292  0.24
C 1.77526 -0.53717 0.42670  0.60
N 2.43726 -0.79603 -0.73214  -0.47
O -1.46476 0.32240 -0.52147  -0.34
O 2.27075 -0.37559 1.51808  -0.59
H 0.61393 1.40582 -1.05575  0.28
H 0.40588 1.63177 1.70200  0.33
H 3.39276 -0.45855 -0.78707  0.23
H 1.95357 -0.82980 -1.61190  0.24
H 0.55682 -0.77033 0.40775  0.04
H -1.37255 0.21464 1.59103  0.35
H -2.85020 -0.70942 -1.58185  0.25
H -3.34122 -0.31987 0.08901  0.31
H -2.14486 -1.61207 -0.19944  0.32

=====

Record 3
Formula: C39H82F5N3O21P5
Source: OMol25
Level of theory: wB97M-V/def2-TZVPD

Calculated values
**LUMO**: -4.5027 eV
**Molar mass**: 1178.95 u
**Total charge**: +1

Last column: Mulliken charge in e.
Cartesian coordinates (Å):
C 3.84772 -0.82929 2.67037  -0.65
O 5.23777 -0.71285 2.38415  -0.46
C 5.44914 0.45657 1.59099  0.53
C 6.07743 0.12964 0.22403  -0.57
C 6.45824 1.39653 -0.58642  -0.92
C 5.28285 2.43152 -0.71930  -0.12
C 5.43881 3.55076 0.34460  -0.68
C 4.35625 4.66864 0.16585  -0.36
C 3.70401 5.06241 1.52310  -0.53
C 2.54341 6.03460 1.24771  -0.49
C 1.64276 6.31567 2.47626  -1.24
C 0.93865 5.03215 3.01584  0.58
C -0.57120 4.90178 2.65533  -1.51
C -0.90122 3.87306 1.53165  -0.68
C -0.33160 2.43021 1.75793  0.74
C 0.70453 2.07390 0.64153  1.50
F 1.53225 1.04893 1.03240  -0.30
F 1.51779 3.16457 0.47373  -0.08
C 0.05257 1.78029 -0.71205  0.07
C -0.58063 0.55887 -1.00861  -1.02
C -1.19125 0.33181 -2.23136  -0.44
C -1.16418 1.33719 -3.20926  -1.18
C -0.52221 2.52663 -2.91023  0.28
C -0.46449 3.66327 -3.92962  0.97
F -0.97487 4.77933 -3.32765  -0.28
F -1.22257 3.42425 -5.01150  -0.26
F 0.79016 3.98185 -4.28900  -0.27
C 0.10721 2.78388 -1.68192  -0.74
C -1.61364 1.56677 1.76574  -1.79
N -1.20295 0.36298 2.50430  0.04
C -0.14200 0.68266 3.35326  -1.17
N 0.49276 -0.10915 4.16780  0.05
N 0.14578 2.06429 3.10513  0.16
H 3.70077 -1.77018 3.22267  0.30
H 3.29643 -0.90140 1.71095  0.29
H 3.50885 0.05037 3.24956  0.32
H 6.12121 1.15612 2.11998  0.22
H 4.50049 0.99485 1.41798  -0.45
H 5.46286 -0.57046 -0.36978  0.20
H 7.02310 -0.40862 0.42664  0.34
H 6.89230 1.11247 -1.55499  0.32
H 7.25733 1.92958 -0.03503  0.38
H 4.33947 1.87754 -0.55265  -0.15
H 5.28158 2.82986 -1.74411  0.56
H 6.41082 4.02745 0.12467  0.39
H 5.44708 3.14701 1.36650  0.23
H 3.59444 4.22856 -0.50515  -0.10
H 4.76877 5.55392 -0.34016  0.49
H 4.47489 5.49040 2.18949  0.57
H 3.39433 4.10854 1.98190  0.22
H 2.99395 7.00747 0.96947  0.54
H 1.96100 5.71793 0.36336  0.05
H 0.89220 7.10183 2.30545  0.40
H 2.30754 6.66822 3.28590  0.37
H 0.99666 5.04884 4.12087  0.38
H 1.49793 4.13944 2.70630  -0.43
H -0.89245 5.88721 2.27037  0.76
H -1.21619 4.72706 3.53782  0.31
H -0.59826 4.31696 0.57223  0.28
H -2.00167 3.81291 1.48017  0.46
H -0.58852 -0.20085 -0.22235  0.59
H -1.69446 -0.61926 -2.41497  0.40
H -1.63942 1.15214 -4.17370  0.55
H 0.60449 3.74067 -1.53154  0.24
H -2.35988 2.00939 2.45569  0.71
H -2.16810 1.44711 0.82913  0.25
H -0.83473 -0.39205 1.91253  0.54
H 0.92361 0.17177 5.03838  0.31
H 0.63230 -1.07096 3.87065  0.28
H -0.37681 2.55228 3.84195  0.57
C -7.23982 1.36922 5.73393  -0.64
O -6.35249 2.48382 5.58313  -0.49
P -4.71976 2.16665 5.50130  1.24
O -4.74174 1.22094 4.33537  -0.59
O -4.71249 1.40500 6.95122  -0.28
C -5.12529 2.13309 8.12042  -0.83
O -3.05630 2.40188 5.57476  -0.44
C -2.25798 1.24977 5.39586  -0.36
H -7.87078 1.31714 4.84842  0.26
H -6.71623 0.42542 5.86190  0.31
H -7.86591 1.54756 6.60864  0.27
H -5.85833 1.53239 8.65655  0.24
H -5.57784 3.09180 7.86869  0.40
H -4.26203 2.29956 8.76382  0.28
H -2.18937 1.01235 4.34387  0.15
H -2.65227 0.39593 5.94797  0.37
H -1.25596 1.47851 5.77410  0.31
C -0.74710 -5.36310 -1.27750  -0.22
O -0.68007 -4.37796 -2.31866  -0.35
P -1.95736 -3.30469 -2.46120  1.15
O -1.85513 -2.80192 -1.03963  -0.48
O -3.05615 -4.50677 -2.64206  -0.26
C -2.95648 -5.37029 -3.78557  -0.88
O -3.06667 -2.13306 -2.95517  -0.55
C -4.12511 -1.81287 -2.05582  -0.25
H 0.07132 -5.18423 -0.58345  0.16
H -1.69052 -5.34493 -0.73726  0.06
H -0.61761 -6.34684 -1.72748  0.18
H -3.00406 -6.40222 -3.44064  0.25
H -2.02183 -5.22755 -4.32798  0.38
H -3.79477 -5.17923 -4.45483  0.30
H -3.77042 -1.13464 -1.27981  0.02
H -4.55016 -2.70839 -1.60534  0.15
H -4.89794 -1.30567 -2.63386  0.29
C 2.30370 3.07918 -8.68095  -0.64
O 1.34623 2.55275 -9.59775  -0.44
P 0.47726 3.64840 -10.52362  1.28
O 1.63453 4.35658 -11.15434  -0.64
O -0.09820 4.41544 -9.18482  -0.36
C -0.87099 3.66632 -8.24204  -0.70
O -0.75519 4.27258 -11.46288  -0.43
C -0.69182 5.66203 -11.77421  -0.56
H 3.29149 2.73802 -8.98729  0.27
H 2.29452 4.16515 -8.63714  0.35
H 2.08156 2.68328 -7.68748  0.22
H -0.46611 3.84467 -7.24820  0.15
H -0.83900 2.59496 -8.44436  0.36
H -1.90651 4.00756 -8.27126  0.35
H 0.00726 5.83270 -12.59090  0.25
H -0.40641 6.25251 -10.90409  0.29
H -1.68717 5.96531 -12.09903  0.25
C 3.80379 -6.30944 1.17432  -0.73
O 3.81304 -6.01666 -0.22134  -0.35
P 3.20224 -7.18421 -1.26200  1.34
O 1.84112 -7.31413 -0.64682  -0.64
O 4.27802 -8.29415 -0.69964  -0.34
C 5.68055 -8.03094 -0.83762  -0.77
O 2.95089 -8.10357 -2.63468  -0.46
C 2.20997 -9.31182 -2.48041  -0.54
H 3.14811 -5.59308 1.66871  0.22
H 3.46496 -7.31869 1.39276  0.38
H 4.81865 -6.18681 1.55694  0.27
H 6.15746 -8.19326 0.12863  0.24
H 5.87809 -7.00703 -1.15517  0.37
H 6.10639 -8.72185 -1.56490  0.28
H 1.14328 -9.09730 -2.43932  0.20
H 2.51925 -9.85724 -1.58951  0.30
H 2.40759 -9.92493 -3.35943  0.25
C -4.43372 -4.86173 5.87636  -0.64
O -5.40836 -4.30341 4.99577  -0.43
P -5.21531 -4.57579 3.35607  1.33
O -5.16974 -6.06863 3.38000  -0.66
O -3.71206 -3.89985 3.34567  -0.44
C -3.52898 -2.54650 3.73663  -0.67
O -5.34869 -4.31574 1.71591  -0.45
C -4.53781 -5.10597 0.85582  -0.25
H -4.93051 -5.58946 6.51575  0.26
H -3.61465 -5.34425 5.34916  0.32
H -4.03127 -4.05795 6.49660  0.23
H -2.71157 -2.50657 4.46074  0.23
H -4.41874 -2.10980 4.19123  0.39
H -3.24977 -1.96716 2.85430  0.24
H -4.97499 -6.09306 0.71293  0.30
H -3.52162 -5.19469 1.23999  0.29
H -4.50719 -4.59634 -0.10776  -0.06